[1]
62
Properties=species:S:1:pos:R:3 method="wB97M-V/def2-TZVPD" relative_energy_kcal_mol=71.5 smiles="CN1C(=O)C(=Cc2ccc(N(C)C)cc2)C(=O)N(C)C1=S.CN(C)C(=O)[C@@H]1CCCN1" gap_ev=7.323
C -5.725 -0.865 1.994
N -4.396 -1.449 1.978
C -3.454 -0.759 2.771
O -3.829 0.208 3.440
C -2.084 -1.253 2.757
C -1.153 -0.607 3.508
C 0.238 -0.969 3.642
C 1.081 -1.127 2.524
C 2.394 -1.522 2.666
C 2.924 -1.790 3.946
N 4.240 -2.256 4.088
C 5.376 -1.375 3.897
C 4.552 -3.665 3.938
C 2.097 -1.599 5.078
C 0.795 -1.166 4.924
C -1.825 -2.524 2.075
O -0.791 -3.180 2.214
N -2.835 -2.992 1.209
C -2.529 -4.174 0.400
C -4.131 -2.509 1.119
S -5.222 -3.212 0.058
H -6.332 -1.485 1.333
H -6.118 -0.866 3.014
H -5.682 0.167 1.633
H -1.505 0.236 4.096
H 0.675 -0.946 1.532
H 3.033 -1.655 1.793
H 5.043 -0.333 3.918
H 6.093 -1.549 4.709
H 5.881 -1.585 2.943
H 3.627 -4.251 3.963
H 5.079 -3.849 2.991
H 5.207 -3.973 4.761
H 2.527 -1.800 6.060
H 0.149 -1.013 5.789
H -1.470 -4.390 0.510
H -3.140 -5.018 0.742
H -2.796 -3.956 -0.638
C 1.439 3.579 3.719
N 1.590 3.441 2.287
C 2.787 4.055 1.721
C 0.634 2.741 1.628
O -0.255 2.155 2.251
C 0.690 2.724 0.094
C 0.536 4.113 -0.565
C -0.903 4.153 -1.104
C -1.546 2.802 -0.708
N -0.463 1.973 -0.289
H 0.521 3.061 4.008
H 2.306 3.136 4.229
H 1.372 4.645 3.979
H 2.914 3.787 0.664
H 2.729 5.152 1.810
H 3.667 3.712 2.286
H 1.651 2.252 -0.158
H 0.734 4.942 0.123
H 1.254 4.182 -1.387
H -1.461 4.985 -0.671
H -0.895 4.263 -2.192
H -2.278 2.974 0.106
H -2.086 2.337 -1.539
H -0.695 1.123 0.208



[2]
63
Properties=species:S:1:pos:R:3 method="wB97M-V/def2-TZVPD" relative_energy_kcal_mol=523.7 gap_ev=8.484
C 3.605 -3.067 0.223
H 3.748 -3.922 -0.551
H 2.573 -3.349 0.735
H 4.455 -2.999 0.811
C 3.514 -1.947 -0.820
C 3.239 -0.692 0.294
N 3.883 -0.462 1.524
O 3.235 0.457 1.934
C 2.379 1.031 1.126
C 2.275 0.392 -0.030
H 1.527 0.449 -0.680
C 1.667 2.230 1.640
N 0.788 2.831 0.509
C -0.554 2.166 0.531
N -1.295 2.566 -0.508
C -2.400 2.127 -0.507
N -3.239 2.778 -1.537
C -4.412 2.066 -2.012
H -5.024 1.197 -1.441
C -4.108 1.482 -3.302
N -3.615 2.391 -4.312
C -3.345 2.045 -5.405
H -4.344 1.578 -5.937
H -2.538 1.349 -5.480
H -3.225 2.613 -6.293
C -2.556 3.178 -3.734
C -2.727 3.781 -2.432
H -2.154 4.127 -1.803
H -3.576 4.515 -2.354
H -2.156 4.043 -4.355
H -1.737 2.384 -3.540
H -4.949 0.842 -3.947
H -3.373 0.664 -3.254
H -5.158 2.764 -2.271
C -2.712 0.897 0.092
C -1.993 0.397 1.090
N -0.700 0.923 1.072
N -2.028 -0.556 1.824
C -1.148 -1.547 2.370
N -1.508 -2.764 2.954
N -0.357 -3.061 3.335
C 0.726 -2.318 3.530
C 0.320 -1.293 2.676
H 0.901 -0.348 2.363
C 2.016 -2.857 3.831
C 2.128 -3.384 4.941
C 2.553 -4.035 3.701
H 1.900 -4.779 3.281
H 3.452 -4.403 3.517
H 1.315 -3.836 5.742
H 2.920 -3.221 5.711
H 2.675 -1.992 3.535
H -0.602 -4.167 3.605
H -2.898 -1.072 1.480
H -3.716 0.531 -0.046
H 0.815 3.705 0.145
H 1.278 2.134 2.497
H 2.476 3.189 1.813
C 4.540 -1.579 -1.435
H 4.782 -2.094 -2.081
H 4.478 -0.693 -2.198
H 5.489 -1.330 -0.828
H 2.496 -2.055 -1.336



[3]
62
Properties=species:S:1:pos:R:3 method="wB97M-V/def2-TZVPD" relative_energy_kcal_mol=10.2 total_charge=-1 gap_ev=5.309
Rh 0.085 -1.130 -0.469
C 3.203 0.622 -0.589
As 1.618 0.297 0.473
C 2.422 -0.400 2.105
C 0.960 2.054 1.061
C 2.014 2.991 1.551
C 2.416 3.001 2.886
C 3.415 3.859 3.323
C 4.031 4.724 2.429
C 3.635 4.729 1.099
C 2.635 3.872 0.664
H 3.541 1.652 -0.498
H 2.942 0.400 -1.621
H 3.983 -0.054 -0.241
H 3.200 0.256 2.497
H 2.841 -1.366 1.825
H 1.649 -0.558 2.857
H 0.216 1.837 1.831
H 0.434 2.449 0.191
H 1.936 2.328 3.587
H 3.715 3.853 4.364
H 4.812 5.394 2.769
H 4.107 5.405 0.397
H 2.324 3.877 -0.374
C -5.442 2.267 1.454
C -5.640 1.746 0.034
C -4.800 2.533 -0.968
C -5.371 0.242 -0.054
N -4.015 -0.117 0.322
C -2.883 -0.032 -0.378
N -1.899 -0.390 0.411
N -2.448 -0.705 1.605
N -3.715 -0.532 1.567
H -5.708 3.323 1.511
H -4.399 2.169 1.761
H -6.052 1.718 2.173
H -6.696 1.861 -0.235
H -3.735 2.484 -0.728
H -5.087 3.586 -0.958
H -4.926 2.158 -1.985
H -5.534 -0.114 -1.071
H -6.028 -0.310 0.617
H -2.741 0.294 -1.403
Te -0.206 0.733 -2.362
C 3.947 -3.613 -1.302
C 2.605 -4.113 -1.751
C 2.477 -5.310 -2.424
C 1.237 -5.783 -2.862
C 0.107 -5.031 -2.592
C 0.197 -3.827 -1.904
C -1.001 -3.037 -1.531
C 1.452 -3.316 -1.479
N 1.622 -2.133 -0.827
H 4.743 -4.283 -1.636
H 3.993 -3.525 -0.213
H 4.127 -2.609 -1.693
H 3.372 -5.891 -2.627
H 1.164 -6.722 -3.398
H -0.871 -5.384 -2.907
H -1.949 -3.455 -1.874
H -0.960 -2.012 -1.992
H -1.072 -2.963 -0.420



[4]
62
Properties=species:S:1:pos:R:3 method="wB97M-V/def2-TZVPD" relative_energy_kcal_mol=5.8 total_charge=-1 gap_ev="5.303 / 5.770" spin_multiplicity=5
Rh 2.092 -1.893 -1.118
C 2.510 -0.759 2.620
As 1.243 -1.078 1.178
C 0.226 -2.552 1.933
C -0.037 0.417 1.455
C -0.739 0.418 2.771
C -1.951 -0.259 2.919
C -2.597 -0.301 4.145
C -2.047 0.338 5.249
C -0.845 1.018 5.114
C -0.198 1.057 3.887
H 2.028 -0.659 3.593
H 3.090 0.136 2.393
H 3.190 -1.610 2.624
H -0.069 -2.369 2.967
H 0.865 -3.434 1.877
H -0.655 -2.728 1.314
H -0.754 0.302 0.643
H 0.536 1.332 1.293
H -2.378 -0.765 2.060
H -3.534 -0.837 4.240
H -2.552 0.305 6.207
H -0.410 1.522 5.968
H 0.740 1.592 3.785
C 1.727 5.008 -1.808
C 0.706 4.172 -2.573
C 1.182 3.877 -3.993
C 0.324 2.883 -1.836
N 1.429 1.955 -1.687
C 1.844 0.958 -2.473
N 2.992 0.512 -2.023
N 3.252 1.242 -0.910
N 2.332 2.107 -0.702
H 1.895 5.957 -2.321
H 2.682 4.489 -1.730
H 1.385 5.220 -0.793
H -0.228 4.741 -2.634
H 2.123 3.320 -3.979
H 1.355 4.803 -4.542
H 0.447 3.287 -4.544
H -0.460 2.367 -2.387
H -0.048 3.100 -0.835
H 1.295 0.563 -3.312
Te 3.747 -3.564 -0.220
C -0.037 -4.745 -1.563
C -1.076 -3.693 -1.313
C -2.294 -4.027 -0.753
C -3.287 -3.079 -0.489
C -3.040 -1.762 -0.841
C -1.833 -1.381 -1.412
C -1.568 0.039 -1.811
C -0.791 -2.326 -1.631
N 0.400 -1.946 -2.139
H -0.463 -5.743 -1.444
H 0.813 -4.639 -0.882
H 0.380 -4.644 -2.568
H -2.476 -5.068 -0.504
H -4.228 -3.368 -0.038
H -3.802 -1.004 -0.675
H -2.359 0.715 -1.476
H -1.459 0.134 -2.898
H -0.615 0.345 -1.376



| no. | E (hartree) | M (u) |
| --- | --- | --- |
| 1 | -1754.59575 | 445.6 |
| 2 | -1424.06845 | 437.6 |
| 3 | -3745.61767 | 672.0 |
| 4 | -3745.58288 | 672.0 |